Entry 1:
A 2-piece molecular cluster, C4H12NO3 overall in a non-equilibrium geometry. Source: the OMol25 dataset; level of theory: ωB97M-V/def2-TZVPD.

The total charge is -1. The electronic energy comes out at -440.10227 Ha. The spin multiplicity is 1.

The geometry in XYZ format:
```
20
Properties=species:S:1:pos:R:3:forces:R:3
C -0.042725 0.781232 -0.402470 -0.108 -0.694 0.004
C 1.146636 -0.146218 -0.622399 -0.699 -0.818 -0.794
C 1.588490 -0.093415 -2.094786 -0.550 0.577 0.598
O 0.807279 -1.469355 -0.259822 1.574 -0.012 -1.779
N -0.169212 1.121036 0.974314 0.511 -0.080 1.603
C -0.034173 -0.053490 1.843167 -0.189 -0.511 0.142
O -0.781390 -1.149259 1.462720 -0.727 0.558 0.816
H -0.907358 0.236203 -0.781470 -0.257 -0.078 -0.328
H 0.042568 1.712609 -0.896684 0.246 0.917 -1.167
H 1.935951 0.190344 0.019025 0.895 0.477 0.350
H 1.858668 0.951227 -2.329955 0.095 -0.413 -0.125
H 2.408170 -0.768692 -2.293074 0.295 -0.133 -0.011
H 0.739505 -0.385568 -2.717150 0.027 -0.004 -0.071
H 0.098820 -1.448526 0.476324 -0.709 -0.292 0.250
H -1.061024 1.523260 1.196625 -0.477 0.219 -0.296
H -0.297962 0.296044 2.833270 -0.064 0.174 0.646
H 1.025000 -0.346557 1.849835 0.144 0.252 0.194
H -2.822398 -0.165075 -0.160785 -0.234 0.080 -0.265
H -2.354850 -0.576534 1.174472 -0.049 -0.183 0.037
O -3.180000 -0.209268 0.728848 0.275 -0.036 0.195
```
Positions in Å, forces in eV/Å.

---

Entry 2:
A 2-piece molecular cluster, C4H12NOS overall in a non-equilibrium geometry. Source: the OMol25 dataset; level of theory: ωB97M-V/def2-TZVPD.

The total charge is -1. The electronic energy comes out at -687.79283 Ha. The spin multiplicity is 1.

The geometry in XYZ format:
```
19
Properties=species:S:1:pos:R:3:forces:R:3
C -2.113712 -0.587089 0.912828 1.150 0.487 -1.027
N -0.831396 -0.590865 0.157535 -0.890 -1.578 -0.107
C 0.427452 -0.021180 0.542039 0.964 1.652 -0.713
C 1.145362 0.473115 -0.783767 0.809 0.034 1.184
S 2.659217 1.520776 -0.525637 -0.631 0.025 0.155
C -2.103883 -1.324700 2.268132 0.821 1.618 -0.842
H -2.759190 -1.126506 0.211476 -0.370 0.204 0.286
H -2.390164 0.487152 0.891490 -0.656 -0.440 0.985
H -1.063862 -0.276680 -0.772533 0.133 -0.038 -0.033
H 0.375623 0.832650 1.255734 -0.228 -0.220 -0.355
H 1.137786 -0.725130 0.966444 -0.162 -0.362 0.323
H 1.632144 -0.397445 -1.225760 -0.879 -0.186 -0.447
H 0.420979 0.980986 -1.448390 0.241 -0.343 0.206
H -1.330217 -0.816764 2.881683 -0.526 -0.566 0.016
H -1.814156 -2.345175 2.056801 0.048 -0.294 0.245
H -3.085103 -1.261028 2.737456 0.092 -0.089 0.111
H 2.638420 1.563132 -2.905184 0.159 0.265 -0.029
H 3.985254 1.841143 -3.453935 -0.330 0.020 -0.168
O 3.069447 1.773609 -3.766411 0.254 -0.190 0.209
```
Positions in Å, forces in eV/Å.

---

Entry 3:
A 2-piece molecular cluster, C4H12NOS overall in a non-equilibrium geometry. Source: the OMol25 dataset; level of theory: ωB97M-V/def2-TZVPD.

The total charge is -1. The electronic energy comes out at -687.76592 Ha. The spin multiplicity is 1.

The geometry in XYZ format:
```
19
Properties=species:S:1:pos:R:3:forces:R:3
C 0.661892 0.470902 -0.817208 0.529 -0.904 -2.226
C 1.656718 -0.488262 -0.035441 -1.155 -0.607 -3.476
S 3.264081 -0.376844 -0.926201 0.077 -0.088 0.590
C -0.864031 0.351493 -0.602419 1.233 1.027 0.317
N -1.339877 0.472932 0.771526 -0.549 -1.858 1.316
C -1.179186 -0.818819 1.545509 0.798 -0.807 0.781
H 0.971607 1.553424 -0.794433 -0.044 -1.031 0.312
H 0.844255 0.141776 -1.954273 -0.360 0.903 2.279
H 1.251942 -1.557081 -0.203839 0.479 1.494 0.692
H 1.702688 -0.221505 0.978411 0.145 0.134 1.536
H -1.325795 1.207064 -1.048622 -0.225 0.578 -1.001
H -1.235325 -0.512991 -1.127321 -0.402 -0.578 0.308
H -0.861194 1.267773 1.216528 -0.260 -0.834 -0.135
H -2.098286 -1.352736 2.013686 0.901 1.810 -0.519
H -0.351295 -0.742031 2.359124 -1.445 -0.187 -1.354
H -0.871392 -1.629514 0.839764 0.233 0.865 0.442
H -3.416398 0.514150 0.444154 1.765 0.532 0.547
H -4.515246 1.400178 1.205668 0.659 0.836 0.680
O -4.324260 0.694825 0.618380 -2.379 -1.286 -1.090
```
Positions in Å, forces in eV/Å.

---

Entry 4:
A 2-piece molecular cluster, C4H12NOS overall in a non-equilibrium geometry. Source: the OMol25 dataset; level of theory: ωB97M-V/def2-TZVPD.

The total charge is -1. The electronic energy comes out at -687.79750 Ha. The spin multiplicity is 1.

The geometry in XYZ format:
```
19
Properties=species:S:1:pos:R:3:forces:R:3
C -2.584812 -0.108494 -0.557672 0.443 -0.569 0.766
N -1.610018 0.427063 0.354575 0.750 1.195 1.501
C -0.146114 0.243347 0.203066 -0.995 -1.818 -0.307
C 0.674356 1.477106 0.565214 0.323 -0.568 -0.565
S 1.911810 1.847600 -0.731155 -0.033 0.652 -0.144
C 0.315673 -1.032532 0.990232 -0.681 0.532 -0.654
H -3.413858 -0.557784 0.002296 -0.012 0.043 -0.075
H -2.111839 -0.930694 -1.110652 -0.324 0.200 -0.454
H -3.009394 0.670509 -1.195880 0.132 -0.199 -0.355
H -1.820617 0.391899 1.344319 -0.554 -0.123 -0.307
H -0.091575 -0.059810 -0.845009 0.678 0.557 -0.148
H 1.303176 1.269296 1.433458 -0.499 0.057 0.361
H -0.060072 2.258019 0.780786 0.392 0.299 -0.104
H -0.487316 -1.770517 0.893133 0.114 -0.115 0.148
H 1.213142 -1.467451 0.555841 0.237 0.175 0.119
H 0.458526 -0.778730 2.037937 0.091 -0.135 0.204
H 2.694707 0.023678 -1.584702 -0.308 0.292 0.255
H 3.732694 -1.053450 -1.249427 -0.325 0.173 -0.240
O 3.031535 -0.849060 -1.886357 0.571 -0.650 -0.003
```
Positions in Å, forces in eV/Å.

---

Entry 5:
A 2-piece molecular cluster, C4H12NOS2 overall. Source: the OMol25 dataset; level of theory: ωB97M-V/def2-TZVPD.

The total charge is -1. The electronic energy comes out at -1085.97507 Ha. The spin multiplicity is 1.

The geometry in XYZ format:
```
20
Properties=species:S:1:pos:R:3:forces:R:3
C 0.263392 -0.919292 2.574080 0.082 0.231 0.261
N -0.483655 0.295288 2.322547 0.011 0.552 -0.277
C 0.298042 1.214346 1.406784 -0.201 -0.464 -0.162
O 0.733678 0.665637 0.268618 0.053 -0.119 0.074
H 0.521839 -1.469753 1.671793 0.126 -0.129 -0.214
H -0.299954 -1.564264 3.246733 -0.043 -0.166 0.112
H 1.194580 -0.630785 3.079520 -0.044 -0.158 -0.061
H -1.316335 0.066210 1.790072 -0.053 -0.173 -0.008
H 1.124400 1.570543 2.050249 0.074 0.262 0.194
H -0.411220 2.055222 1.226079 0.047 0.173 0.220
C 0.654818 -1.650585 -1.653154 0.098 0.267 0.083
S 0.340305 -0.949966 -3.286909 0.040 -0.120 -0.192
S -1.435979 0.001499 -2.982312 -0.114 0.081 -0.042
C -0.891024 1.468461 -2.074361 -0.602 -0.109 0.393
H 0.764735 -0.836387 -0.919211 0.006 -0.241 0.025
H -0.153105 -2.313836 -1.389738 -0.393 -0.162 0.131
H 1.555737 -2.252934 -1.714507 0.310 0.033 -0.108
H -0.363965 2.133545 -2.740888 0.289 0.179 -0.087
H -1.782883 1.978591 -1.684568 -0.001 -0.137 -0.246
H -0.313408 1.138468 -1.190822 0.315 0.200 -0.098
```
Positions in Å, forces in eV/Å.

---

Entry 6:
A 2-piece molecular cluster, C4H12NOSe overall in a non-equilibrium geometry. Source: the OMol25 dataset; level of theory: ωB97M-V/def2-TZVPD.

The total charge is +1. The electronic energy comes out at -2690.65153 Ha. The spin multiplicity is 1.

The geometry in XYZ format:
```
19
Properties=species:S:1:pos:R:3:forces:R:3
C -2.993063 2.220091 -2.085152 0.272 -0.794 1.067
C -2.599253 1.143057 -1.398462 -1.713 -1.351 -2.382
C -1.670750 0.034836 0.405998 0.719 -1.671 -3.009
C 1.076541 -2.183123 -0.510263 -1.289 -0.478 2.576
N 2.670661 0.711132 1.596768 0.547 -0.108 -1.953
O -2.139436 1.107131 -0.092329 -0.688 4.121 -1.290
Se 0.338254 -0.314640 -0.420304 -0.012 -0.509 -0.954
H -3.103958 3.189802 -1.714833 0.635 1.402 1.273
H -3.384523 2.274709 -3.077862 -0.067 -1.243 -0.571
H -2.863963 0.127207 -1.862778 1.006 1.262 0.882
H 1.728583 -2.212887 -1.337352 0.275 -0.174 -1.112
H -2.178849 -0.783352 0.018225 -0.504 -2.231 -0.143
H -1.495647 0.128326 1.373794 0.697 0.035 4.320
H 0.299568 -2.962000 -0.394968 -0.190 0.725 -1.287
H 1.596497 -2.517803 0.390488 0.585 1.043 0.134
H 3.636679 0.823825 1.301328 -0.304 0.551 -0.114
H 2.675039 -0.147116 2.090198 -0.552 -0.331 1.308
H 2.267592 1.545763 1.972709 0.162 0.010 0.905
H 1.336417 0.357719 0.515759 0.422 -0.260 0.350
```
Positions in Å, forces in eV/Å.

---

What E_LUMO values result from the calculations? In sequence: 0.150 0.128 0.121 0.137 0.121 -0.129 Eh.
What orbital gap values result from the calculations? In sequence: 8.2 6.2 5.7 6.4 6.6 9.6 eV.
What ΔE to the lowest compared entry with this formula, charge and spin values result from the calculations? In sequence: 3.7 22.1 39.0 19.2 34.0 69.4 kcal/mol.